Arrangement P

C4H8N2 | ωB97M-V/def2-TZVPD

Values from the calculation:
* SMILES: [H]/N=N/[C@@H]1C[C@H]1C
* HOMO: -8.6363 eV
* gap between HOMO and LUMO: 9.8395 eV
* LUMO energy: 1.20 eV

Geometry as ORCA input:
```
! wB97M-V def2-TZVPD RIJCOSX def2/J DEFGRID3
* xyz 0 1
C -0.2260 -1.3605 0.1026
C -0.6144 -0.0433 -0.5402
C 0.6165 -0.1971 0.3643
C -1.7338 0.7599 -0.0348
N 2.9238 0.4622 0.2292
N 1.9878 -0.0963 -0.3346
H -0.7305 -1.7083 0.8825
H 0.1575 -2.1217 -0.5744
H -0.4996 0.1074 -1.6902
H 0.6424 0.4180 1.3509
H -2.7987 0.2822 -0.0117
H -1.9512 1.7787 -0.3900
H -1.5745 1.1490 1.0410
H 3.8009 0.5699 -0.3948
*
```

---

Arrangement Q

C4H8N2 | ωB97M-V/def2-TZVPD

Values from the calculation:
* HOMO: -9.0491 eV
* gap between HOMO and LUMO: 9.8696 eV
* LUMO energy: 0.82 eV

Geometry as ORCA input:
```
! wB97M-V def2-TZVPD RIJCOSX def2/J DEFGRID3
* xyz 0 1
C -1.6234 -0.0729 -0.5693
C 0.3671 1.1565 0.3873
C 1.5360 0.4710 -0.3315
C 0.3354 -1.2114 0.4128
H -1.4099 0.4138 -1.2893
H -2.3172 0.3884 0.1947
H -1.6311 -1.3461 -0.8577
H 0.7293 1.4804 1.7458
H -0.2140 2.0811 -0.2832
H 2.5707 0.8395 -1.1681
H 0.6755 -1.4133 1.2576
H -0.0171 -2.0184 0.3165
N -0.6112 -0.0223 0.5194
N 1.6098 -0.7464 -0.3348
*
```

---

Arrangement R

C4H8N2 | ωB97M-V/def2-TZVPD

Values from the calculation:
* HOMO: -7.0975 eV
* gap between HOMO and LUMO: 7.4741 eV
* LUMO energy: 0.38 eV

Geometry as ORCA input:
```
! wB97M-V def2-TZVPD RIJCOSX def2/J DEFGRID3
* xyz 0 1
C -0.8208 -0.7298 -0.9982
N -0.2929 0.0801 0.1448
C 1.1550 -0.1279 0.4337
C -0.4108 1.5735 0.2088
C 1.4768 -1.3473 1.0242
N 1.7613 -2.3327 1.5890
H -0.4011 -0.4104 -1.9553
H -1.9151 -0.7439 -1.0455
H -0.4512 -1.7280 -0.7673
H -0.8045 -0.2486 0.9626
H 1.7620 0.2607 -0.3772
H 0.3564 1.9919 -0.4401
H -1.3986 1.9830 -0.0284
H -0.1253 1.8036 1.2343
*
```

---

It is arrangement Q that is the least stable of them.

---

Arrangement P

C4H8N2 | ωB97M-V/def2-TZVPD

Values from the calculation:
* SMILES: CC[C@@H](N)C#N
* HOMO: -9.7833 eV
* gap between HOMO and LUMO: 10.7408 eV
* LUMO energy: 0.96 eV

Geometry as ORCA input:
```
! wB97M-V def2-TZVPD RIJCOSX def2/J DEFGRID3
* xyz 0 1
C -1.8811 0.2325 0.0451
C -0.6631 -0.7181 -0.1494
C 0.7106 -0.1530 0.4164
N 2.0874 -0.6696 -0.0318
C 0.8869 1.2196 -0.0197
N 1.1598 2.2313 -0.5057
H -1.6933 1.2256 -0.3776
H -2.1793 0.3641 1.0940
H -2.7654 -0.1667 -0.4764
H -0.9211 -1.6820 0.3141
H -0.5556 -0.8857 -1.2235
H 0.6186 -0.2299 1.5164
H 2.2674 -0.5548 -1.0361
H 2.8531 -0.1253 0.3986
*
```

---

Arrangement Q

C4H8N2 | ωB97M-V/def2-TZVPD

Values from the calculation:
* SMILES: [H]/N=C(/C)N1CC1
* HOMO: -8.7650 eV
* gap between HOMO and LUMO: 9.6885 eV
* LUMO energy: 0.92 eV

Geometry as ORCA input:
```
! wB97M-V def2-TZVPD RIJCOSX def2/J DEFGRID3
* xyz 0 1
C -0.2545 -0.2072 1.9267
C 0.6807 0.3123 0.7831
C -1.0116 -0.5018 -1.1609
C 0.1896 0.1190 -1.8646
H -0.8481 -1.2745 1.6137
H 0.3994 -0.4832 2.9112
H -1.0875 0.6782 2.1331
H 2.3185 1.4495 0.3239
H -1.1491 -1.5826 -1.3014
H -1.9248 0.0225 -1.2283
H 0.0111 1.0259 -2.4244
H 0.8310 -0.6614 -2.3084
N 1.7208 1.0500 1.0896
N 0.1245 0.0533 -0.4932
*
```

---

It is arrangement Q that is the least stable of them.